Computed, not measured: 7 unconnected molecules or ions with the total composition C7H28N14O7 at a distorted geometry, with the ωB97M-V functional and the def2-TZVPD basis.

Atoms and positions in Å:
1 C 2.98649 3.63667 -0.71408
2 O 2.99165 3.51484 -1.94938
3 N 3.19007 2.68765 0.16477
4 N 2.43331 4.64395 -0.14942
5 H 2.85326 2.79582 1.11080
6 H 3.46803 1.76055 -0.12387
7 H 1.80714 5.19811 -0.71592
8 H 2.45744 4.86896 0.83490
9 C 3.73278 -2.34701 -1.34475
10 O 4.59548 -3.03625 -1.78665
11 N 3.93758 -1.44886 -0.42253
12 N 2.58526 -2.22454 -1.89381
13 H 4.81090 -1.19735 0.01808
14 H 3.06338 -1.10183 -0.05449
15 H 2.50156 -2.91770 -2.62362
16 H 1.90368 -1.67990 -1.38497
17 C -1.74097 -1.76532 4.49164
18 O -2.57069 -0.88167 4.79927
19 N -1.17314 -1.89855 3.35910
20 N -1.17440 -2.53746 5.34469
21 H -1.63823 -1.38479 2.62436
22 H -0.54472 -2.68241 3.25539
23 H -1.43977 -2.67060 6.31007
24 H -0.30943 -2.94068 5.01402
25 C -4.44225 1.21747 -3.51710
26 O -3.93736 2.31015 -3.68709
27 N -5.28283 0.75130 -4.35649
28 N -4.20133 0.51255 -2.44898
29 H -5.24608 1.11627 -5.29752
30 H -5.52145 -0.21665 -4.19450
31 H -3.60176 0.99592 -1.79556
32 H -4.10131 -0.49246 -2.44162
33 C -2.49338 3.17303 -0.71119
34 O -2.36838 1.98580 -0.79246
35 N -1.94110 3.86367 0.24973
36 N -3.22858 3.81610 -1.48529
37 H -1.30688 3.52718 0.96010
38 H -2.07828 4.86369 0.28503
39 H -3.68871 3.26310 -2.19420
40 H -3.50996 4.77648 -1.34885
41 C 1.87527 -4.60706 1.36452
42 O 0.97708 -5.16047 0.71344
43 N 2.68550 -5.16629 2.13299
44 N 2.14124 -3.37278 1.24218
45 H 3.59794 -4.80559 2.37266
46 H 2.47648 -6.13578 2.32405
47 H 3.03233 -3.15757 1.66614
48 H 1.77888 -2.71909 0.56285
49 C 0.36895 0.16438 -0.27171
50 O 1.33872 -0.44212 0.13506
51 N -0.83001 -0.27461 -0.11205
52 N 0.39471 1.15548 -1.11190
53 H -1.53284 0.44600 -0.19482
54 H -0.96675 -0.94261 0.63305
55 H 1.29957 1.51373 -1.38206
56 H -0.41387 1.64928 -1.46184

Summary:
Highest occupied orbital energy (spin up / spin down): 0.0094 / -0.2580 Eh
E_LUMO (spin up / spin down): 2.3 / 2.2 eV
Calculated total energy: -1576.91748 Ha
<S²>: 0.7504
Spin multiplicity: 2
Net charge: -1
Frontier orbital gap (spin up / spin down): 2.041 / 9.243 eV

Computed, not measured: 6 unconnected molecules or ions with the total composition C7H28NO5 at a distorted geometry, with the ωB97M-V functional and the def2-TZVPD basis.

Atoms and positions in Å:
1 N -0.81871 -1.68637 0.72841
2 H -1.01550 -0.89878 1.32931
3 H 0.16945 -1.65487 0.52190
4 H -1.33805 -1.61093 -0.13454
5 H -1.00610 -2.50924 1.28327
6 C 2.58812 -2.24055 -0.46357
7 O 1.83493 -1.94250 0.69765
8 H 3.42143 -1.54939 -0.59002
9 H 3.08540 -3.18117 -0.22683
10 H 1.98728 -2.29187 -1.37157
11 H 2.42756 -1.91821 1.45250
12 C 2.15068 2.30951 -3.07464
13 C 1.98805 0.88468 -2.61165
14 C 0.52914 0.46064 -2.32057
15 O 2.45974 0.17357 -3.68320
16 H 1.59516 3.03892 -2.48519
17 H 1.72774 2.47925 -4.06480
18 H 3.20078 2.59859 -3.03188
19 H 2.63859 0.67406 -1.76281
20 H 0.10455 1.01542 -1.48389
21 H 0.38732 -0.59361 -2.08279
22 H -0.13094 0.65824 -3.16518
23 H 1.74355 0.18893 -4.32228
24 C -1.44690 2.65366 3.22410
25 C -1.71987 1.45109 2.36312
26 C -1.43028 1.81006 0.89065
27 O -0.82644 0.42221 2.67733
28 H -1.56246 2.38640 4.27449
29 H -2.12016 3.47212 2.96927
30 H -0.41154 2.97535 3.11161
31 H -2.77623 1.19002 2.42679
32 H -0.41295 2.02379 0.56285
33 H -2.08884 2.64791 0.66171
34 H -1.76180 1.00116 0.23959
35 H -0.91299 0.32460 3.62842
36 O -1.57770 -3.42201 2.66888
37 H -0.93346 -4.02165 3.04520
38 H -1.97413 -2.99001 3.42548
39 O -2.38745 -1.64099 -1.50108
40 H -3.16325 -1.09754 -1.36312
41 H -2.22356 -1.59066 -2.44280

Summary:
Highest occupied orbital energy: -0.4581 Eh
E_LUMO: -2.7 eV
Calculated total energy: -714.21227 Ha
Spin multiplicity: 1
Net charge: +1
Frontier orbital gap: 9.798 eV

Computed, not measured: a molecular structure, C7H28NaO7 at a distorted geometry, with the ωB97M-V functional and the def2-TZVPD basis.

Atoms and positions in Å:
1 Na 0.31242 0.14630 0.03533
2 C -5.44706 -0.30886 -1.43995
3 O -4.30385 -0.92106 -2.02797
4 H -5.79714 -0.53783 -0.43341
5 H -5.27092 0.76559 -1.49104
6 H -6.33024 -0.46779 -2.05869
7 H -4.38104 -1.86077 -1.84750
8 C 1.24372 -4.82593 2.45787
9 O 0.31541 -3.83849 2.30112
10 H 1.01314 -5.77959 1.98304
11 H 2.17049 -4.43593 2.03706
12 H 1.61133 -5.01342 3.46674
13 H 0.03012 -3.56896 3.17722
14 C -1.12580 4.82405 -3.31194
15 O -0.29278 4.06254 -2.47819
16 H -0.68353 5.18787 -4.23937
17 H -2.02767 4.22623 -3.44368
18 H -1.37000 5.71055 -2.72662
19 H 0.58827 4.43985 -2.53311
20 C 6.64089 -1.57042 -0.21852
21 O 5.30231 -1.03953 -0.53509
22 H 7.03085 -1.31257 0.76614
23 H 6.53518 -2.65528 -0.22004
24 H 7.33812 -1.24365 -0.99000
25 H 5.20315 -1.25459 -1.46542
26 C 1.24123 3.87061 4.02214
27 O 1.53348 2.66122 3.42742
28 H 0.47479 3.61994 4.75551
29 H 2.11397 4.34758 4.46816
30 H 0.84148 4.53463 3.25571
31 H 2.14124 2.28836 4.07023
32 C -4.54989 0.04960 4.32608
33 O -3.23570 0.08759 3.71324
34 H -5.18972 0.92550 4.21878
35 H -5.10604 -0.83216 4.00781
36 H -4.38506 -0.04592 5.39931
37 H -2.73642 0.88027 3.92292
38 C 1.31922 -1.60706 -5.98766
39 O 1.55946 -2.03697 -4.67809
40 H 2.24611 -1.41221 -6.52713
41 H 0.88875 -2.39753 -6.60243
42 H 0.71515 -0.70246 -5.91789
43 H 1.82273 -2.95929 -4.63791

Summary:
Highest occupied orbital energy: -0.4556 Eh
E_LUMO: -4.5 eV
Calculated total energy: -972.09858 Ha
Spin multiplicity: 1
Net charge: +1
Frontier orbital gap: 7.852 eV

Computed, not measured: 7 unconnected molecules or ions with the total composition C7H28O7 at a distorted geometry, with the ωB97M-V functional and the def2-TZVPD basis.

Atoms and positions in Å:
1 C 2.30306 0.31409 2.91202
2 O 2.49367 -0.88735 2.15072
3 H 2.89370 0.31499 3.82714
4 H 2.62762 1.18045 2.33001
5 H 1.24547 0.43501 3.13896
6 H 3.22949 -1.35595 2.54956
7 C -0.31544 0.34566 0.25386
8 O 1.04073 0.07731 -0.03379
9 H -0.86911 0.48433 -0.66984
10 H -0.74320 -0.36432 0.95879
11 H -0.37106 1.32150 0.75773
12 H 1.51479 -0.36819 0.69077
13 C -2.18951 4.04891 1.23984
14 O -3.19923 4.02047 0.24962
15 H -2.58280 3.93186 2.25264
16 H -1.45296 3.25293 1.08222
17 H -1.62740 4.97914 1.19924
18 H -3.77216 3.27940 0.46623
19 C -2.33987 2.45775 -3.88633
20 O -2.83560 1.58287 -4.90912
21 H -1.73864 1.89127 -3.16766
22 H -1.64415 3.17355 -4.33453
23 H -3.16532 2.94465 -3.38232
24 H -2.07307 1.34838 -5.44442
25 C -1.18319 -3.11793 2.44109
26 O -1.81311 -3.56587 3.64823
27 H -1.57801 -3.57868 1.54014
28 H -1.30067 -2.03200 2.39344
29 H -0.11906 -3.37788 2.46028
30 H -1.49648 -2.98055 4.33895
31 C 2.40288 -4.17438 0.16019
32 O 1.21460 -4.96449 -0.03738
33 H 2.05669 -3.14228 0.13876
34 H 2.83250 -4.41893 1.13222
35 H 3.11384 -4.30667 -0.65528
36 H 1.52031 -5.86322 -0.19936
37 C 1.16557 1.32102 -3.21447
38 O 2.24549 1.00296 -2.38019
39 H 0.50376 0.45521 -3.35689
40 H 0.59574 2.18433 -2.84368
41 H 1.50979 1.60127 -4.21431
42 H 1.90036 0.54938 -1.58308

Summary:
Highest occupied orbital energy: -0.3547 Eh
E_LUMO: 0.3 eV
Calculated total energy: -810.02933 Ha
Structure (SMILES): CO.CO.CO.CO.CO.CO.CO
Spin multiplicity: 1
Net charge: 0
Frontier orbital gap: 9.910 eV

Computed, not measured: a molecular structure, C7H2Br2Cl5F6MoP at a distorted geometry, with the ωB97M-V functional and the def2-TZVPD basis.

Atoms and positions in Å:
1 Mo -1.19611 0.08975 -0.50827
2 Cl 2.06229 -2.02078 -0.64343
3 C 2.03639 -0.35118 -0.85005
4 C 0.86207 0.39866 -0.85003
5 C 1.04078 1.77772 -0.95418
6 Cl -0.44242 2.64319 -0.82761
7 C 2.25279 2.48112 -1.14502
8 Cl 2.23907 4.15391 -1.30702
9 C 3.42022 1.73040 -1.19581
10 Cl 4.90801 2.46727 -1.45331
11 C 3.33674 0.31935 -1.00929
12 Cl 4.71949 -0.58217 -0.95780
13 Br -3.61883 -0.91188 -1.46526
14 C -2.94269 -2.69839 -1.23424
15 Br -1.03450 -2.49011 -0.87007
16 H -3.04571 -3.27295 -2.15084
17 H -3.40255 -3.16270 -0.36711
18 F -2.44913 1.14151 0.39110
19 P -1.52845 -0.29663 3.03601
20 F -0.21392 -0.88603 3.48888
21 F -2.30771 -0.55088 4.31722
22 F -0.56465 -0.05017 1.43630
23 F -1.69156 1.20103 2.98901
24 F -2.43963 -1.13006 2.13080

Summary:
Highest occupied orbital energy (spin up / spin down): -0.7130 / -0.7096 Eh
E_LUMO (spin up / spin down): -13.4 / -14.0 eV
Calculated total energy: -8724.59280 Ha
<S²>: 3.7959
Spin multiplicity: 4
Net charge: +3
Frontier orbital gap (spin up / spin down): 5.960 / 5.279 eV

Computed, not measured: a molecular structure, C7H2Cl5FeI2O4S at a distorted geometry, with the ωB97M-V functional and the def2-TZVPD basis.

Atoms and positions in Å:
1 Fe 1.37691 0.93288 -0.72232
2 I 2.26277 2.76806 1.34906
3 C 2.62363 1.02546 2.49341
4 I 3.11771 -0.54487 1.18327
5 H 1.70277 0.77107 2.99788
6 H 3.43557 1.22474 3.17769
7 Cl -0.89094 2.51099 -0.32493
8 C -1.27120 0.86354 0.04918
9 C -0.24038 -0.03808 -0.01155
10 C -0.50555 -1.37845 0.18788
11 Cl 0.69148 -2.60665 -0.01645
12 C -1.79841 -1.76931 0.53559
13 Cl -2.13946 -3.42927 0.81894
14 C -2.82464 -0.83046 0.64249
15 Cl -4.40742 -1.32149 1.10164
16 C -2.56759 0.50241 0.37638
17 Cl -3.80802 1.68781 0.44991
18 O 0.85250 1.33622 -2.47595
19 S 1.00711 -0.14513 -2.96652
20 O 1.59893 -0.22707 -4.26001
21 O 2.01382 -0.48814 -1.81675
22 O -0.22961 -0.84428 -2.76885

Summary:
Highest occupied orbital energy (spin up / spin down): -0.3448 / -0.3448 Eh
E_LUMO (spin up / spin down): -2.2 / -1.6 eV
Calculated total energy: -5127.06983 Ha
<S²>: 0.9055
Spin multiplicity: 2
Net charge: 0
Frontier orbital gap (spin up / spin down): 7.153 / 7.808 eV

Computed, not measured: a molecular structure, C7H2InO7 at a distorted geometry, with the ωB97M-V functional and the def2-TZVPD basis.

Atoms and positions in Å:
1 In -2.01918 4.71819 -0.89602
2 C 0.39110 4.87232 -6.40818
3 O 0.68935 3.94143 -5.65377
4 O 0.38435 4.55511 -7.61544
5 O 0.05455 5.93483 -5.86980
6 C 1.46015 -1.59941 2.31009
7 C 0.45941 -0.59480 2.54953
8 C -1.08109 -1.11593 2.57672
9 O -2.01940 -0.28667 2.39628
10 C -1.33373 -2.50194 2.21699
11 C -0.34154 -3.32456 1.93413
12 C 1.11587 -2.87234 1.97452
13 O 2.12962 -3.65657 1.65694
14 O -0.59674 -4.54449 1.65303
15 O 0.59265 0.57761 2.54171
16 H 2.45957 -1.22690 2.47977
17 H -2.34493 -2.87590 2.15351

Summary:
Highest occupied orbital energy: -0.1175 Eh
E_LUMO: -1.8 eV
Calculated total energy: -984.48564 Ha
Spin multiplicity: 1
Net charge: -1
Frontier orbital gap: 1.376 eV

Computed, not measured: 9 unconnected molecules or ions with the total composition C7H31NO8 at a distorted geometry, with the ωB97M-V functional and the def2-TZVPD basis.

Atoms and positions in Å:
1 C 2.39007 0.82008 -2.75882
2 C 1.83280 0.44517 -1.40522
3 C 0.83844 -0.71170 -1.31096
4 N 0.21562 -0.67685 0.05041
5 C -0.69597 -1.86788 0.24109
6 C -1.33362 -1.40762 1.61163
7 C -1.19372 0.12191 1.69040
8 C -0.59070 0.53561 0.38195
9 H 1.59754 1.31238 -3.37842
10 H 2.75857 0.00887 -3.42314
11 H 3.36279 1.33838 -2.70730
12 H 1.57070 1.41291 -0.94175
13 H 2.74441 0.19252 -0.83705
14 H 1.36298 -1.67220 -1.41457
15 H -0.01324 -0.64459 -1.98656
16 H -0.24907 -2.85391 0.36240
17 H -1.52162 -1.97653 -0.46142
18 H -0.58528 -1.66490 2.35725
19 H -2.30506 -1.80863 1.98107
20 H -0.65792 0.32694 2.59346
21 H -2.16282 0.62668 1.83038
22 H -1.38851 0.79406 -0.32615
23 H -0.08021 1.53954 0.38361
24 O 1.93091 -3.78290 1.98935
25 H 2.13554 -2.86186 2.16841
26 H 1.42601 -3.91115 1.18687
27 O 2.42187 -0.64691 2.48272
28 H 1.82963 -0.78498 1.73345
29 H 2.81787 0.22423 2.40579
30 O -3.36399 2.22988 0.20838
31 H -3.78305 2.56460 0.99919
32 H -2.79662 2.80932 -0.35675
33 O -0.28672 -4.14667 -2.26401
34 H 0.31208 -3.39022 -2.36262
35 H -1.11933 -3.64620 -2.21401
36 O -3.24015 -1.40087 -1.49965
37 H -4.17587 -1.55835 -1.32980
38 H -2.90456 -1.35364 -0.58081
39 O 0.23779 3.50407 1.59141
40 H 0.47220 2.63318 1.12753
41 H -0.46456 3.08878 2.10997
42 O 2.60974 2.24083 1.75158
43 H 2.53107 3.05009 1.23937
44 H 2.14988 2.28484 2.59530
45 O -1.55445 2.96492 -1.46028
46 H -1.62114 2.09267 -1.86531
47 H -1.46034 3.60607 -2.18836

Summary:
Highest occupied orbital energy: -0.3446 Eh
E_LUMO: 0.1 eV
Calculated total energy: -941.89465 Ha
Structure (SMILES): CCCN1CCCC1.O.O.O.O.O.O.O.O
Spin multiplicity: 1
Net charge: 0
Frontier orbital gap: 9.478 eV